No. 1
DFT (ωB97M-V with the def2-TZVPD basis set) results for the molecule C25H26N4O4S.

Last column: natural (NBO) charge in e.
Positions of all 60 atoms, in Å:
1 C 3.2433 2.2893 -1.3780  -0.66
2 C 2.5906 1.3090 -0.4797  0.25
3 C 1.2384 1.1623 -0.1449  -0.27
4 C 0.1570 2.0134 -0.5791  0.55
5 O 0.5234 3.1597 -1.1451  -0.67
6 C -1.1796 1.6993 -0.5014  -0.32
7 C -2.1662 2.5380 -1.1200  0.45
8 O -1.9676 3.6327 -1.6483  -0.59
9 C -3.4772 1.7742 -1.0884  0.59
10 O -4.5409 2.0865 -1.5771  -0.59
11 N -3.2174 0.6192 -0.4315  -0.41
12 C -4.1436 -0.4781 -0.3601  -0.23
13 C -3.8060 -1.5530 -1.4048  -0.22
14 N -2.5237 -2.1782 -1.1239  -0.47
15 C -1.7874 -2.5817 -2.3094  -0.25
16 C -0.3971 -3.0568 -1.8815  -0.07
17 O -0.4781 -4.1364 -0.9836  -0.52
18 C -1.2176 -3.7749 0.1589  -0.07
19 C -2.6247 -3.3035 -0.2102  -0.26
20 C -1.8611 0.4975 0.0844  -0.11
21 C -1.8899 0.5509 1.5856  -0.20
22 C -1.9276 1.6530 2.3826  -0.25
23 C -2.0120 1.3399 3.7579  -0.25
24 C -2.0445 0.0044 3.9886  -0.41
25 S -1.9746 -0.9029 2.5309  0.41
26 C 1.2063 -0.0006 0.6627  0.00
27 N 2.4021 -0.5099 0.7996  -0.26
28 N 3.2384 0.2841 0.1142  -0.20
29 C 4.6063 -0.0411 0.0856  0.21
30 C 5.5861 0.9364 0.2126  -0.25
31 C 6.9204 0.5707 0.1840  -0.20
32 C 7.2795 -0.7592 0.0442  -0.21
33 C 6.2991 -1.7335 -0.0537  -0.20
34 C 4.9634 -1.3798 -0.0330  -0.22
35 H 2.5659 2.5454 -2.1888  0.25
36 H 3.4646 3.2130 -0.8434  0.24
37 H 4.1665 1.8846 -1.7877  0.23
38 H -0.3016 3.6356 -1.4514  0.52
39 H -5.1362 -0.0721 -0.5694  0.25
40 H -4.1288 -0.9019 0.6473  0.20
41 H -3.7510 -1.0640 -2.3802  0.21
42 H -4.6225 -2.2906 -1.4391  0.18
43 H -1.6881 -1.7240 -2.9783  0.21
44 H -2.2966 -3.3988 -2.8490  0.17
45 H 0.1695 -3.4146 -2.7428  0.20
46 H 0.1434 -2.2196 -1.4109  0.16
47 H -1.2628 -4.6641 0.7892  0.20
48 H -0.6974 -2.9711 0.7017  0.16
49 H -3.1468 -2.9888 0.6944  0.21
50 H -3.1799 -4.1406 -0.6694  0.17
51 H -1.4459 -0.4588 -0.2573  0.26
52 H -1.8930 2.6580 2.0021  0.23
53 H -2.0462 2.0805 4.5363  0.23
54 H -2.1064 -0.5139 4.9244  0.24
55 H 0.3795 -0.4566 1.1626  0.22
56 H 5.3106 1.9688 0.3581  0.22
57 H 7.6819 1.3297 0.2809  0.22
58 H 8.3223 -1.0367 0.0225  0.22
59 H 6.5758 -2.7724 -0.1488  0.22
60 H 4.1853 -2.1237 -0.0997  0.24

Values from the calculation:
* total energy: -51332.381 eV
* SMILES: Cc1c(/C(O)=C2/C(=O)C(=O)N(CCN3CCOCC3)[C@@H]2c2cccs2)cnn1-c1ccccc1
* orbital gap: 8.23 eV
* highest occupied orbital energy: -0.3140 Ha
* relative energy (zero: lowest compared OMol25 entry of this formula, charge and spin): 61.7 kcal per mole
* maximum force: 0.933 eV Å⁻¹



No. 2
DFT (ωB97M-V with the def2-TZVPD basis set) results for the molecule C25H26N4O4S.

Last column: natural (NBO) charge in e.
Positions of all 60 atoms, in Å:
1 C 2.9669 -1.5376 -0.1162  -0.64
2 C 3.3647 -2.6568 0.8362  -0.07
3 O 2.3143 -3.6028 1.0310  -0.53
4 C 2.1538 -4.5100 0.0328  0.89
5 O 2.8073 -4.5139 -0.9843  -0.66
6 N 1.1787 -5.4009 0.3116  -0.46
7 C 0.3943 -5.4012 1.5302  -0.22
8 C -1.0416 -5.8488 1.2288  -0.42
9 C -1.4544 -5.3826 -0.1733  -0.05
10 N -1.3303 -3.9435 -0.2771  -0.63
11 C -2.3993 -3.1170 -0.2388  0.67
12 O -3.5455 -3.5167 -0.1873  -0.62
13 C -2.0615 -1.6609 -0.2758  -0.14
14 C -0.9350 -1.1451 0.3691  -0.20
15 C -0.6704 0.2108 0.3597  -0.18
16 C -1.5393 1.0570 -0.3137  0.13
17 C -2.6803 0.5424 -0.9558  -0.18
18 C -2.9485 -0.8115 -0.9275  -0.17
19 S -3.6361 1.8021 -1.7264  0.40
20 C -2.4935 2.9812 -1.1720  0.20
21 N -2.3861 4.2695 -1.2791  -0.47
22 C -1.2333 4.5938 -0.6003  0.09
23 C -0.7959 5.9760 -0.5121  0.04
24 C -1.5418 6.9682 -1.1408  -0.23
25 C -1.1356 8.2880 -1.0638  -0.19
26 C 0.0051 8.6303 -0.3668  -0.26
27 C 0.7607 7.6428 0.2688  0.31
28 O 1.8690 8.0840 0.9320  -0.49
29 C 2.6736 7.1444 1.5984  -0.25
30 C 0.3586 6.3178 0.1942  -0.32
31 C -0.6528 3.4550 -0.0833  -0.11
32 N -1.4654 2.4186 -0.4525  -0.34
33 C -0.5887 -6.0813 -1.2329  -0.42
34 C 0.8062 -6.3946 -0.6700  -0.23
35 H 3.7778 -0.8182 -0.1849  0.22
36 H 2.0720 -1.0321 0.2381  0.20
37 H 2.7766 -1.9464 -1.1054  0.23
38 H 3.5746 -2.2698 1.8357  0.19
39 H 4.2442 -3.1794 0.4475  0.20
40 H 0.4028 -4.3936 1.9479  0.22
41 H 0.8533 -6.0731 2.2668  0.20
42 H -1.1252 -6.9348 1.2710  0.21
43 H -1.7178 -5.4290 1.9732  0.23
44 H -2.5155 -5.5971 -0.3371  0.25
45 H -0.4016 -3.5649 -0.3654  0.40
46 H -0.2740 -1.8028 0.9139  0.22
47 H 0.1894 0.6165 0.8705  0.22
48 H -3.8294 -1.2194 -1.3962  0.25
49 H -2.4301 6.6828 -1.6798  0.23
50 H -1.7135 9.0588 -1.5513  0.21
51 H 0.3371 9.6539 -0.2954  0.22
52 H 3.4827 7.7164 2.0501  0.20
53 H 2.1177 6.6234 2.3854  0.17
54 H 3.0956 6.4100 0.9039  0.17
55 H 0.9271 5.5404 0.6780  0.21
56 H 0.2354 3.3007 0.4917  0.22
57 H -1.0656 -7.0075 -1.5517  0.22
58 H -0.5065 -5.4302 -2.1038  0.22
59 H 1.5593 -6.3846 -1.4586  0.25
60 H 0.8154 -7.3765 -0.1872  0.19

Values from the calculation:
* total energy: -51334.404 eV
* SMILES: CCOC(=O)N1CCC(NC(=O)c2ccc3c(c2)sc2nc(-c4cccc(OC)c4)cn23)CC1
* orbital gap: 8.19 eV
* highest occupied orbital energy: -0.2904 Ha
* relative energy (zero: lowest compared OMol25 entry of this formula, charge and spin): 15.0 kcal per mole
* maximum force: 0.937 eV Å⁻¹



No. 3
DFT (ωB97M-V with the def2-TZVPD basis set) results for C25H26N4O7PdS as an isolated structure.

Last column: natural (NBO) charge in e.
Positions of all 64 atoms, in Å:
1 Pd -1.5638 0.8308 -1.5030  0.85
2 C -2.8388 -1.6986 -4.6461  -0.67
3 C -2.2174 -0.5003 -3.9737  0.49
4 O -2.5943 -0.3271 -2.7593  -0.68
5 C -1.3521 0.2979 -4.6956  -0.49
6 C -0.7004 1.4677 -4.2219  0.31
7 C 0.0693 2.3209 -5.1868  -0.66
8 N -0.7375 1.8182 -2.9700  -0.34
9 N -0.0849 2.9814 -2.5729  -0.40
10 C -0.0257 3.0750 -1.2889  0.53
11 O -0.5750 2.2197 -0.4523  -0.76
12 C 0.7001 4.2227 -0.6878  -0.03
13 C 0.6406 4.4359 0.6851  -0.20
14 C 1.3211 5.5004 1.2575  -0.21
15 C 2.0650 6.3586 0.4622  -0.21
16 C 2.1260 6.1497 -0.9101  -0.22
17 C 1.4483 5.0876 -1.4838  -0.20
18 H -3.7766 -1.9485 -4.1548  0.23
19 H -2.1665 -2.5547 -4.5497  0.22
20 H -3.0082 -1.5264 -5.7076  0.22
21 H -1.1927 0.0437 -5.7332  0.21
22 H -0.0180 1.9259 -6.1958  0.21
23 H 1.1190 2.3515 -4.8927  0.24
24 H -0.2942 3.3470 -5.1586  0.24
25 H 0.0546 3.7648 1.2977  0.22
26 H 1.2694 5.6596 2.3269  0.21
27 H 2.5971 7.1888 0.9089  0.21
28 H 2.7073 6.8165 -1.5340  0.21
29 H 1.4886 4.9128 -2.5497  0.23
30 O 2.0762 -1.6832 -0.2134  -0.55
31 C 1.8730 -0.7416 -0.8666  1.03
32 O 1.6500 0.1711 -1.5339  -0.48
33 C -0.0032 -3.1085 -2.2338  1.02
34 O 0.9288 -3.6011 -2.7140  -0.51
35 O -0.9333 -2.6135 -1.7518  -0.51
36 C -0.2397 -4.8012 1.2392  -0.61
37 C -1.3383 -4.2454 2.1398  -0.41
38 C -1.9304 -2.9407 1.6284  -0.22
39 N -0.9188 -1.8898 1.7179  -0.57
40 C -1.0599 -0.6601 1.2611  0.37
41 S -2.5046 -0.1813 0.4813  -0.18
42 N -0.0477 0.2444 1.4598  -0.69
43 C 1.1271 0.1452 2.2151  0.66
44 O 2.0818 0.8224 1.9191  -0.54
45 C 1.1329 -0.7450 3.4157  -0.11
46 C 0.1023 -0.6817 4.3497  -0.20
47 C 0.1464 -1.4856 5.4767  -0.21
48 C 1.2060 -2.3661 5.6596  -0.19
49 C 2.2322 -2.4288 4.7273  -0.21
50 C 2.2054 -1.6076 3.6092  -0.19
51 H 0.1589 -5.7339 1.6376  0.22
52 H 0.5988 -4.1088 1.1322  0.20
53 H -0.6313 -5.0065 0.2412  0.21
54 H -0.9575 -4.0934 3.1556  0.20
55 H -2.1493 -4.9704 2.2230  0.22
56 H -2.8007 -2.6463 2.2168  0.21
57 H -2.2507 -3.0262 0.5894  0.23
58 H -0.0483 -2.1430 2.1626  0.42
59 H -0.0898 1.0808 0.8527  0.48
60 H -0.7281 -0.0041 4.1903  0.23
61 H -0.6455 -1.4281 6.2117  0.22
62 H 1.2337 -3.0008 6.5357  0.22
63 H 3.0591 -3.1106 4.8749  0.22
64 H 3.0042 -1.6319 2.8799  0.24

Values from the calculation:
* total energy: -60958.185 eV
* orbital gap: 7.13 eV
* highest occupied orbital energy: -0.2677 Ha
* relative energy (zero: lowest compared OMol25 entry of this formula, charge and spin): 1.3 kcal per mole
* maximum force: 0.662 eV Å⁻¹



No. 4
DFT (ωB97M-V with the def2-TZVPD basis set) results for C25H27AsN4O3PtS as an isolated structure at a distorted geometry.

Last column: Löwdin spin population.
Positions of all 62 atoms, in Å:
1 Pt 0.3177 -0.0375 0.0523  1.22
2 C -0.5254 -4.8923 0.4208  0.00
3 O 0.4766 -4.8408 -0.5682  0.00
4 C 1.6494 -4.2561 -0.1233  0.01
5 C 2.7843 -5.0279 -0.0206  0.00
6 C 3.9975 -4.5393 0.4175  0.00
7 C 4.0935 -3.2040 0.7469  0.00
8 C 2.9743 -2.3963 0.5776  0.00
9 C 3.1777 -0.9775 0.7922  0.00
10 N 2.3974 0.0104 0.5432  0.12
11 N 2.9882 1.2757 0.5623  0.01
12 C 2.2443 2.1728 -0.0229  0.01
13 O 1.1006 1.9581 -0.5671  0.16
14 C 2.7093 3.6043 -0.0168  0.01
15 C 3.9683 3.9901 0.4199  0.00
16 C 4.2775 5.3431 0.4095  0.00
17 C 3.4168 6.3057 -0.1412  0.00
18 C 2.1460 5.8989 -0.5108  0.00
19 C 1.7896 4.5625 -0.4197  0.00
20 C 1.7001 -2.8691 0.1655  0.01
21 O 0.6387 -2.1472 0.0138  0.13
22 H -1.3620 -5.4227 -0.0486  0.00
23 H -0.8793 -3.9203 0.7500  0.00
24 H -0.1544 -5.4513 1.2935  0.00
25 H 2.6852 -6.0707 -0.3551  0.00
26 H 4.9013 -5.1624 0.5164  0.00
27 H 5.0098 -2.7232 1.0843  0.00
28 H 4.1914 -0.6873 1.0732  0.01
29 H 4.6979 3.2286 0.7867  0.00
30 H 5.2765 5.6661 0.7515  0.00
31 H 3.7097 7.3541 -0.1795  0.00
32 H 1.4284 6.6100 -0.8620  0.00
33 H 0.8091 4.2403 -0.7499  0.00
34 C -3.2443 1.1415 0.9705  0.02
35 As -1.5146 1.6266 0.2693  0.10
36 C -2.0664 2.5084 -1.3929  0.02
37 C -1.1549 3.0849 1.4569  0.02
38 H -3.9232 1.9844 0.9279  0.00
39 H -3.2014 0.7809 2.0129  0.00
40 H -3.6884 0.3532 0.3315  0.00
41 H -2.7470 3.3180 -1.1844  0.00
42 H -2.5347 1.7410 -2.0547  0.00
43 H -1.1832 2.9273 -1.9035  0.00
44 H -1.8792 3.9149 1.3582  0.00
45 H -0.1480 3.4738 1.2651  0.00
46 H -1.2243 2.7531 2.4869  0.00
47 N -1.3858 -1.6828 2.3296  0.00
48 C -2.0718 -1.7773 1.1919  0.01
49 N -1.6925 -1.3225 0.0504  0.10
50 C -2.6423 -1.4944 -0.9343  0.01
51 C -2.5375 -1.0701 -2.2666  0.00
52 C -3.6606 -1.2165 -3.0645  0.00
53 C -4.8428 -1.7938 -2.5673  0.00
54 C -4.9206 -2.2817 -1.2911  0.00
55 C -3.8324 -2.1128 -0.4766  0.00
56 S -3.6632 -2.4894 1.2062  0.01
57 H -0.4268 -1.4899 2.2524  0.00
58 H -1.7015 -2.2070 3.1403  0.00
59 H -1.6096 -0.6387 -2.6212  0.00
60 H -3.5973 -0.9005 -4.0792  0.00
61 H -5.7010 -1.9294 -3.1969  0.00
62 H -5.8409 -2.7960 -1.0081  0.00

Values from the calculation:
* total energy: -113384.559 eV
* 2S+1: 3
* orbital gap (spin up / spin down): 7.35 / 7.07 eV
* highest occupied orbital energy (spin up / spin down): -0.2618 / -0.2682 Ha
* relative energy (zero: lowest compared OMol25 entry of this formula, charge and spin): 0.0 kcal per mole
* maximum force: 1.821 eV Å⁻¹



No. 5
DFT (ωB97M-V with the def2-TZVPD basis set) results for a 2-piece molecular cluster, C25H27BN3O overall at a distorted geometry.

Last column: natural (NBO) charge in e.
Positions of all 57 atoms, in Å:
1 C 6.7689 6.2344 5.6727  -0.26
2 O 7.4831 6.0784 6.9280  -0.47
3 C 7.2136 5.0012 7.7065  0.39
4 C 7.9168 4.8648 8.9330  -0.29
5 C 7.6674 3.7792 9.7553  0.10
6 N 6.7650 2.8078 9.4307  -0.41
7 B 6.4456 1.5273 10.3188  -0.21
8 H 5.5964 0.8242 9.7047  -0.11
9 C 6.0919 2.9389 8.2602  0.10
10 C 6.2762 3.9932 7.3849  -0.34
11 H 7.1814 7.1615 5.2741  0.22
12 H 6.9677 5.4005 4.9831  0.19
13 H 5.6847 6.3353 5.8295  0.19
14 H 8.6510 5.6128 9.2231  0.25
15 H 8.1943 3.6583 10.7072  0.24
16 H 7.4431 0.8479 10.4575  -0.03
17 H 5.9837 1.8517 11.3948  -0.02
18 H 5.3768 2.1423 8.0395  0.23
19 H 5.6862 4.0053 6.4686  0.24
20 C -0.3395 1.7541 9.1714  -0.41
21 N 0.6688 1.1281 8.3376  -0.32
22 C 1.7768 0.4850 8.7925  0.14
23 C 2.5707 0.0750 7.6921  -0.20
24 C 3.8106 -0.5823 7.7696  0.06
25 C 4.4041 -1.3628 6.7621  -0.22
26 C 3.9001 -1.9614 5.5762  0.12
27 N 4.9175 -2.5761 4.9024  -0.29
28 C 4.8267 -3.2616 3.6239  -0.41
29 C 6.1103 -2.4232 5.6204  0.11
30 C 5.8246 -1.6896 6.7876  0.01
31 C 6.8352 -1.3810 7.6855  -0.21
32 C 8.1382 -1.8185 7.3858  -0.19
33 C 8.4144 -2.5295 6.2042  -0.19
34 C 7.3910 -2.8428 5.2897  -0.22
35 C 1.8670 0.5397 6.4900  -0.09
36 C 0.6804 1.1696 6.9419  0.20
37 C -0.2184 1.8180 6.1132  -0.24
38 C 0.0562 1.8030 4.7374  -0.19
39 C 1.2096 1.1614 4.2549  -0.21
40 C 2.1340 0.5543 5.1295  -0.19
41 H -1.0752 2.2371 8.5221  0.23
42 H -0.8424 1.0112 9.8052  0.23
43 H 0.1170 2.5075 9.8290  0.23
44 H 1.9413 0.3167 9.8507  0.24
45 H 4.3564 -0.5285 8.7171  0.25
46 H 2.8744 -1.9922 5.2184  0.24
47 H 5.8336 -3.5992 3.3607  0.23
48 H 4.1590 -4.1332 3.6784  0.23
49 H 4.4567 -2.5910 2.8348  0.22
50 H 6.5871 -0.8166 8.5820  0.25
51 H 8.9469 -1.5973 8.0851  0.23
52 H 9.4351 -2.8460 5.9867  0.23
53 H 7.5630 -3.3801 4.3610  0.22
54 H -1.0843 2.3192 6.5430  0.22
55 H -0.6302 2.2933 4.0482  0.23
56 H 1.3991 1.1394 3.1808  0.23
57 H 3.0394 0.0855 4.7542  0.22

Values from the calculation:
* total energy: -33550.890 eV
* orbital gap: 6.47 eV
* highest occupied orbital energy: -0.3973 Ha
* relative energy (zero: lowest compared OMol25 entry of this formula, charge and spin): 0.0 kcal per mole
* maximum force: 1.754 eV Å⁻¹
* charge: +1



No. 6
DFT (ωB97M-V with the def2-TZVPD basis set) results for C25H27BrCl7N7SSc as an isolated structure.

Last column: natural (NBO) charge in e.
Positions of all 69 atoms, in Å:
1 Sc -0.1775 -0.4995 -0.5531  1.67
2 Cl -2.2489 0.6429 -2.5110  0.08
3 C -1.6690 -0.8114 -3.2597  -0.08
4 C -0.6339 -1.4750 -2.5960  -0.60
5 C -0.2672 -2.6673 -3.2379  0.05
6 Cl 0.9847 -3.6528 -2.5583  0.03
7 C -0.8533 -3.1452 -4.4104  -0.13
8 Cl -0.3502 -4.6286 -5.1173  0.07
9 C -1.8706 -2.4142 -5.0191  -0.07
10 Cl -2.6082 -2.9732 -6.4606  0.08
11 C -2.2861 -1.2247 -4.4329  -0.09
12 Cl -3.5474 -0.3017 -5.1465  0.07
13 Cl 1.8654 -2.3032 0.1219  0.02
14 C 1.1933 -3.7789 0.7388  0.04
15 C 2.0352 -4.8584 0.9193  -0.25
16 C 1.5032 -6.0393 1.4049  -0.20
17 C 0.1543 -6.1139 1.7113  -0.21
18 C -0.6704 -5.0174 1.5235  -0.04
19 Cl -2.3402 -5.1485 1.9262  0.05
20 C -0.1710 -3.8071 1.0146  -0.23
21 S -1.2191 -2.4305 0.7932  -0.37
22 H 3.0855 -4.7706 0.6781  0.23
23 H 2.1412 -6.9002 1.5429  0.23
24 H -0.2721 -7.0261 2.1041  0.24
25 C 0.4002 1.3983 2.5659  -0.41
26 N 1.2244 0.5207 1.7216  -0.48
27 C 1.7571 -0.5229 2.6202  -0.42
28 C 2.3309 1.3152 1.1646  -0.22
29 C 2.9939 0.7028 -0.0690  -0.24
30 N 2.1117 0.6564 -1.2534  -0.50
31 C 2.6787 -0.2465 -2.2816  -0.42
32 C 2.0736 1.9827 -1.8819  -0.40
33 H 1.0031 1.8461 3.3672  0.18
34 H -0.3979 0.8181 3.0237  0.22
35 H -0.0457 2.1955 1.9776  0.20
36 H 2.0430 -0.0916 3.5871  0.19
37 H 2.6441 -0.9821 2.1959  0.21
38 H 1.0015 -1.2915 2.7837  0.23
39 H 3.1056 1.4762 1.9264  0.21
40 H 1.9291 2.2943 0.8960  0.18
41 H 3.3197 -0.3095 0.1631  0.22
42 H 3.8955 1.2886 -0.2933  0.20
43 H 3.6876 0.0774 -2.5643  0.19
44 H 2.0431 -0.2131 -3.1657  0.23
45 H 2.7292 -1.2741 -1.9360  0.23
46 H 3.0526 2.2337 -2.3058  0.20
47 H 1.8130 2.7495 -1.1592  0.18
48 H 1.3315 1.9966 -2.6795  0.23
49 Br -3.9407 2.7241 -0.4796  0.08
50 C -3.6592 1.7926 1.1503  0.16
51 C -4.2936 2.3048 2.2724  -0.28
52 C -4.1574 1.6204 3.4653  -0.14
53 C -3.4164 0.4520 3.4729  -0.25
54 C -2.8218 0.0375 2.2934  0.03
55 N -2.9043 0.7043 1.1327  -0.46
56 H -4.8868 3.2040 2.2010  0.24
57 H -4.6305 1.9879 4.3659  0.23
58 H -3.2982 -0.1357 4.3723  0.23
59 H -2.2590 -0.8825 2.2759  0.23
60 N 1.1098 5.2014 0.0821  -0.78
61 C -0.1140 5.1365 -0.4732  0.67
62 N -0.6994 6.2741 -0.8520  -0.75
63 N -0.7790 4.0266 -0.6584  -0.63
64 C -0.5556 2.7893 -0.4756  0.63
65 N -0.4708 1.6350 -0.3451  -0.71
66 H 1.5703 6.0838 0.2230  0.41
67 H 1.5864 4.3723 0.3829  0.41
68 H -0.2557 7.1687 -0.7490  0.41
69 H -1.6273 6.2268 -1.2363  0.44

Values from the calculation:
* total energy: -226026.379 eV
* orbital gap: 7.65 eV
* highest occupied orbital energy: -0.3753 Ha
* relative energy (zero: lowest compared OMol25 entry of this formula, charge and spin): 22.0 kcal per mole
* maximum force: 0.877 eV Å⁻¹
* charge: +1